66
Properties=species:S:1:pos:R:3:mulliken_charge:R:1 method="wB97M-V/def2-TZVPD" e_above_lowest_kj_mol=195.1 total_charge=0 homo_lumo_gap_ev=5.11 spin_multiplicity=1 total_energy_ev=-77430.92196
La -1.5566 -16.7386 -6.5086 1.1694
I -2.3381 -17.4015 -9.6150 0.0044
I -4.1835 -19.0914 -5.9912 0.1189
S -2.6736 -16.2789 -3.8346 -0.4512
S -3.6771 -14.8758 -6.3016 -0.4606
P 1.0796 -13.9200 -6.7498 0.7441
O -0.0148 -18.0233 -4.8664 -0.7104
O -4.8254 -14.7597 -3.9281 -0.3311
O -0.6488 -21.1328 -8.1059 -0.6981
N -0.5720 -19.3496 -6.6366 0.1351
N -0.0054 -15.0780 -6.8146 -0.4936
C 1.0145 -13.2852 -4.9206 1.7254
C 1.3064 -13.0583 -9.5182 -1.7952
C 3.2221 -15.4168 -5.8773 -2.2339
C 0.3242 -21.4273 -5.9471 -0.2333
C 0.6875 -12.6412 -8.2013 1.6156
C -3.2832 -19.0616 -8.1671 -1.1458
C 0.5697 -20.4425 -4.8559 -0.6167
C 1.0471 -11.1481 -7.9003 -1.5018
C -5.6003 -15.6480 -3.0495 -0.6038
C 1.0411 -14.4403 -3.8990 -1.5171
C 3.8831 -13.5904 -7.3510 -1.5645
C -0.3851 -20.6425 -7.0160 -0.0452
C -3.7700 -15.2908 -4.5856 0.5149
C 2.6430 -15.7320 -8.1743 -1.4504
C 2.1256 -12.3235 -4.5949 -1.5662
C -0.3819 -12.6701 -4.9295 -1.5166
C -0.8591 -12.6234 -8.4137 -1.5865
C 2.7553 -14.6118 -7.0615 2.2864
C -0.0411 -19.1895 -5.4536 0.4600
H -1.2745 -13.6268 -8.3650 0.1830
H 1.6180 -20.3048 -4.7117 0.2514
H 0.4706 -14.1684 -2.9515 0.4217
H 0.7849 -10.9619 -6.8101 0.2475
H 4.8003 -14.2069 -7.7602 0.4019
H 2.0306 -14.7308 -3.5944 0.3070
H -5.6623 -15.0378 -2.0683 0.1923
H -1.0911 -12.1882 -9.4387 0.4552
H 3.6601 -12.8717 -8.1707 0.2642
H 1.1191 -12.3394 -10.3007 0.5465
H 2.4877 -16.0802 -5.3980 0.1931
H 2.8382 -16.6505 -7.6070 0.4212
H 2.1121 -11.4219 -5.2236 0.2346
H 2.1348 -11.0670 -7.9250 0.3187
H 0.8366 -13.9919 -9.8365 0.3544
H 0.5417 -15.3217 -4.2940 0.1610
H -0.5333 -12.0690 -4.0173 0.5690
H -1.3976 -12.0050 -7.6553 0.3730
H -2.6270 -19.9599 -8.3306 0.5400
H 0.6097 -10.4621 -8.6812 0.4312
H -1.1436 -13.4630 -5.0991 0.0317
H -5.1076 -16.6576 -2.9284 0.3158
H 1.6392 -15.7818 -8.6309 0.2166
H 3.3879 -15.6069 -8.9855 0.3026
H -4.2311 -19.0560 -8.7300 0.5031
H -0.5183 -12.0556 -5.8184 0.2389
H 3.1489 -12.7900 -4.7096 0.2004
H 4.2344 -13.0210 -6.4822 0.2661
H 4.0244 -16.0731 -6.2022 0.7383
H 0.1984 -20.5568 -3.8455 0.3055
H 1.1902 -21.8677 -6.4937 0.2575
H -6.5917 -15.7425 -3.4821 0.2545
H -0.3553 -22.2702 -5.5897 0.1805
H 2.4013 -13.1571 -9.4642 0.2826
H 3.7438 -14.8177 -5.1074 0.2741
H 2.0503 -11.9867 -3.5479 0.5126